*w*
{
  "formula": "C4H14NOS",
  "method": "wB97M-V/def2-TZVPD",
  "elements": ["C", "C", "C", "C", "S", "N", "H", "H", "H", "H", "H", "H", "H", "H", "H", "H", "H", "H", "H", "H", "O"],
  "coordinates": [[1.287, -1.703, -0.048], [1.025, -0.250, -0.300], [0.254, -0.068, -1.611], [-1.014, 0.771, -1.965], [-0.655, 2.542, -1.567], [-0.027, 0.333, 0.771], [0.335, -2.331, 0.100], [1.996, -1.635, 0.818], [1.878, -2.143, -0.817], [1.899, 0.399, 0.035], [1.027, 0.086, -2.481], [0.054, -1.079, -1.901], [-1.922, 0.493, -1.379], [-1.326, 0.553, -2.995], [-0.687, 2.933, -2.947], [-0.244, -0.321, 1.587], [-0.877, 0.899, 0.367], [0.405, 1.197, 1.281], [-1.535, 0.374, 4.450], [-0.797, -0.748, 4.673], [-1.076, -0.301, 3.927]],
  "charge": 1,
  "lumo_ev": -3.289,
  "orbital_gap_ev": 9.57
}

*x*
{
  "formula": "C4H14NOS",
  "method": "wB97M-V/def2-TZVPD",
  "elements": ["C", "C", "C", "C", "S", "N", "H", "H", "H", "H", "H", "H", "H", "H", "H", "H", "H", "H", "H", "H", "O"],
  "coordinates": [[0.186, 1.741, -1.011], [0.606, 0.578, -0.121], [-0.059, 0.592, 1.248], [0.338, -0.552, 2.231], [1.762, -1.579, 1.823], [0.253, -0.704, -0.842], [0.031, 2.652, -0.420], [-0.750, 1.465, -1.518], [0.897, 2.061, -1.776], [1.692, 0.590, 0.014], [0.178, 1.552, 1.683], [-1.145, 0.493, 1.166], [-0.491, -1.244, 2.293], [0.452, -0.152, 3.221], [2.690, -0.868, 2.447], [-0.760, -0.693, -1.016], [0.386, -1.494, -0.209], [0.815, -0.796, -1.680], [-2.559, -1.646, -1.886], [-2.290, -1.125, -3.289], [-2.232, -0.871, -2.359]],
  "charge": 1,
  "lumo_ev": -3.237,
  "orbital_gap_ev": 9.84
}

*y*
{
  "formula": "C4H14NOS",
  "method": "wB97M-V/def2-TZVPD",
  "elements": ["C", "C", "C", "C", "S", "N", "H", "H", "H", "H", "H", "H", "H", "H", "H", "H", "H", "H", "H", "H", "O"],
  "coordinates": [[1.376, 0.313, -1.856], [0.350, -0.151, -0.807], [-0.290, 1.031, -0.055], [-1.301, 0.609, 1.009], [-2.648, -0.319, 0.190], [0.859, -1.115, 0.125], [2.228, 0.794, -1.307], [1.719, -0.496, -2.464], [0.963, 1.046, -2.571], [-0.438, -0.709, -1.372], [-0.825, 1.700, -0.721], [0.556, 1.685, 0.444], [-0.805, 0.018, 1.745], [-1.678, 1.496, 1.509], [-0.916, -1.105, -2.099], [1.750, -0.866, 0.415], [-3.457, -0.500, 1.278], [0.897, -2.081, -0.295], [3.418, 0.410, 2.017], [4.410, -0.055, 0.936], [3.465, 0.094, 1.103]],
  "charge": 1,
  "lumo_ev": -7.649,
  "orbital_gap_ev": 5.14
}

*z*
{
  "formula": "C4H14NOS",
  "method": "wB97M-V/def2-TZVPD",
  "elements": ["C", "C", "C", "C", "S", "N", "H", "H", "H", "H", "H", "H", "H", "H", "H", "H", "H", "H", "H", "H", "O"],
  "coordinates": [[-1.547, -0.744, -1.499], [-0.240, -1.003, -0.635], [0.657, 0.263, -0.700], [1.469, 0.539, 0.624], [3.300, -0.167, 0.711], [-0.643, -1.179, 0.705], [-2.021, 0.136, -1.008], [-2.182, -1.590, -1.457], [-1.388, -0.497, -2.589], [0.329, -1.821, -1.046], [1.318, 0.394, -1.650], [0.008, 1.139, -0.814], [0.896, 0.279, 1.559], [1.656, 1.586, 0.684], [2.354, -1.737, -0.350], [-0.930, -0.274, 0.923], [3.011, -1.299, 1.408], [-1.286, -1.947, 0.842], [-1.508, 3.222, 0.942], [-1.825, 2.447, 2.128], [-1.428, 2.254, 1.224]],
  "charge": 1,
  "lumo_ev": -7.259,
  "orbital_gap_ev": 5.60
}

Relative to the most stable one, in eV, the structures come out at *w* 1.918; *x* 0.000; *y* 5.102; *z* 5.256.

*w*
{
  "formula": "C5H12N2O",
  "method": "wB97M-V/def2-TZVPD",
  "elements": ["O", "C", "C", "C", "C", "C", "N", "N", "H", "H", "H", "H", "H", "H", "H", "H", "H", "H", "H", "H"],
  "coordinates": [[-1.021, -2.017, -0.536], [-0.084, -1.469, -1.128], [-0.337, -0.622, -2.240], [0.450, -1.643, 2.274], [0.827, -0.387, 2.482], [-1.043, 1.694, 0.036], [0.185, 2.361, 0.209], [0.579, 0.387, -2.618], [0.938, -1.870, -1.002], [-1.309, -0.517, -2.717], [0.440, -2.339, 3.106], [0.227, -2.004, 1.276], [1.072, -0.030, 3.475], [0.687, 0.409, 1.758], [-1.733, 2.317, -0.567], [-0.769, 0.843, -0.622], [-1.606, 1.260, 0.873], [0.192, 2.826, 1.122], [1.194, 0.103, -3.373], [1.114, 0.699, -1.806]],
  "lumo_ev": -3.099,
  "orbital_gap_ev": 4.11
}

*x*
{
  "formula": "C5H12N2O",
  "method": "wB97M-V/def2-TZVPD",
  "elements": ["H", "N", "C", "N", "C", "C", "C", "C", "O", "H", "H", "H", "H", "H", "H", "H", "H", "H", "H", "H"],
  "coordinates": [[-1.997, 1.408, 1.274], [-1.070, 1.814, 1.184], [-0.567, 1.612, -0.014], [0.480, 2.398, -0.367], [-0.731, 0.333, -0.720], [0.041, -0.843, 0.246], [1.550, -0.658, 0.058], [-0.436, -2.194, -0.284], [-0.336, -0.688, 1.550], [0.950, 2.263, -1.245], [0.600, 3.255, 0.149], [-1.774, 0.028, -0.733], [-0.298, 0.310, -1.720], [1.865, 0.315, 0.436], [2.072, -1.427, 0.630], [1.841, -0.747, -0.991], [0.074, -2.986, 0.261], [-1.503, -2.300, -0.111], [-0.226, -2.301, -1.346], [-0.535, 0.407, 1.742]],
  "lumo_ev": 0.760,
  "orbital_gap_ev": 9.95,
  "smiles": "[H]/N=C(/N)CC(C)(C)O"
}

*y*
{
  "formula": "C5H12N2O",
  "method": "wB97M-V/def2-TZVPD",
  "elements": ["C", "N", "C", "O", "C", "C", "C", "N", "H", "H", "H", "H", "H", "H", "H", "H", "H", "H", "H", "H"],
  "coordinates": [[-0.361, 0.172, -1.295], [-1.056, 1.275, -0.564], [-1.993, 0.731, 0.344], [-2.451, -0.391, 0.463], [1.060, 0.041, -0.788], [1.026, -0.353, 0.647], [2.394, -0.518, 1.303], [2.121, 0.523, -1.369], [-1.006, -0.715, -1.304], [-0.292, 0.536, -2.331], [-2.134, 1.303, -0.916], [-2.359, 1.440, 1.093], [0.975, 0.798, 0.378], [-3.377, -5.479, 4.582], [0.129, -0.859, 0.978], [3.022, -0.070, 0.520], [2.776, -1.530, 1.414], [2.528, 0.061, 2.215], [-3.811, -5.574, 4.014], [2.112, 0.335, -2.368]],
  "lumo_ev": 0.666,
  "orbital_gap_ev": 9.34
}

*z*
{
  "formula": "C5H12N2O",
  "method": "wB97M-V/def2-TZVPD",
  "elements": ["C", "N", "C", "C", "N", "C", "C", "O", "H", "H", "H", "H", "H", "H", "H", "H", "H", "H", "H", "H"],
  "coordinates": [[-1.192, -2.131, 0.213], [-1.142, -0.855, 0.906], [-0.150, 0.129, 0.388], [-0.508, 0.489, -1.050], [-1.923, 0.810, -1.384], [1.276, -0.440, 0.516], [2.293, 0.657, 0.241], [2.020, 1.837, 0.251], [-1.176, -2.029, -0.867], [-0.428, -2.782, 0.673], [-2.181, -2.585, 0.388], [-1.196, -0.882, 1.903], [-0.279, 1.050, 0.963], [0.006, 1.411, -1.340], [-0.202, -0.334, -1.709], [-2.453, 0.166, -0.791], [-2.119, 1.708, -0.952], [1.491, -0.576, 1.577], [1.334, -1.231, -0.210], [3.347, 0.440, 0.010]],
  "lumo_ev": 0.903,
  "orbital_gap_ev": 9.62,
  "smiles": "CN[C@H](CN)CC=O"
}

Relative to the most stable one, in eV, the structures come out at *w* 7.113; *x* 0.000; *y* 5.159; *z* 0.813.

*w*
{
  "formula": "C6H10",
  "method": "wB97M-V/def2-TZVPD",
  "elements": ["C", "C", "C", "C", "C", "C", "H", "H", "H", "H", "H", "H", "H", "H", "H", "H"],
  "coordinates": [[1.537, -0.341, 0.701], [0.543, -1.010, -0.203], [-1.211, -0.774, -0.247], [-1.380, 0.714, 0.122], [-0.400, 1.127, -1.009], [-0.168, -0.362, -1.298], [1.949, -1.031, 1.446], [1.120, 0.519, 1.227], [2.363, 0.013, 0.075], [0.769, -2.054, -0.439], [-0.706, -1.477, 0.518], [-2.397, 1.092, -0.048], [-1.112, 0.968, 1.150], [0.491, 1.695, -0.711], [-0.879, 1.654, -1.836], [-0.067, -0.778, -2.294]],
  "lumo_ev": 1.067,
  "orbital_gap_ev": 8.94,
  "smiles": "C[C@H]1[C@H]2CC[C@@H]12"
}

*x*
{
  "formula": "C6H10",
  "method": "wB97M-V/def2-TZVPD",
  "elements": ["C", "C", "C", "C", "C", "C", "H", "H", "H", "H", "H", "H", "H", "H", "H", "H"],
  "coordinates": [[-1.755, 0.403, 0.560], [-1.376, 0.719, -0.865], [1.245, 1.057, -0.458], [1.185, -0.174, 0.445], [0.221, -1.224, -0.108], [-1.179, -0.658, -0.304], [-1.173, 0.855, 1.357], [-2.821, 0.413, 0.776], [0.226, 1.430, -0.811], [1.752, 0.838, -1.404], [1.736, 1.899, 0.037], [0.876, 0.117, 1.459], [2.182, -0.623, 0.555], [0.179, -2.092, 0.562], [0.589, -1.583, -1.079], [-1.886, -1.377, -0.721]],
  "lumo_ev": 0.086,
  "orbital_gap_ev": 8.71
}

*y*
{
  "formula": "C6H10",
  "method": "wB97M-V/def2-TZVPD",
  "elements": ["C", "C", "C", "C", "C", "C", "H", "H", "H", "H", "H", "H", "H", "H", "H", "H"],
  "coordinates": [[2.128, 0.408, 0.012], [1.379, -0.892, 0.296], [0.547, -0.798, 1.601], [-0.582, -0.750, 1.100], [-1.769, -0.346, 0.376], [-1.573, 0.956, -0.417], [1.563, 1.282, 0.359], [3.105, 0.429, 0.504], [2.274, 0.514, -1.067], [0.665, -1.112, -0.521], [2.025, -1.765, 0.318], [-2.485, -0.201, 1.186], [-2.163, -1.142, -0.268], [-0.913, 0.819, -1.281], [-2.536, 1.320, -0.785], [-1.128, 1.725, 0.221]],
  "lumo_ev": 0.927,
  "orbital_gap_ev": 9.99,
  "smiles": "CCC#CCC"
}

*z*
{
  "formula": "C6H10",
  "method": "wB97M-V/def2-TZVPD",
  "elements": ["C", "C", "C", "C", "C", "C", "H", "H", "H", "H", "H", "H", "H", "H", "H", "H"],
  "coordinates": [[-1.554, -0.966, -1.059], [-0.407, -0.467, -0.486], [0.251, -1.068, 0.730], [0.379, 0.290, 1.346], [1.087, 1.186, 0.370], [0.387, 0.747, -0.929], [-1.963, -1.940, -0.792], [-2.053, -0.369, -1.819], [-1.264, 0.313, 0.637], [-0.418, -1.743, 1.278], [1.183, -1.592, 0.480], [0.437, 0.377, 2.425], [0.958, 2.256, 0.561], [2.171, 0.988, 0.319], [1.064, 0.447, -1.739], [-0.259, 1.541, -1.322]],
  "lumo_ev": 1.018,
  "orbital_gap_ev": 8.50
}

Relative to the most stable one, in eV, the structures come out at *w* 0.307; *x* 0.739; *y* 0.000; *z* 0.569.

*w*
{
  "formula": "C3H7ClO",
  "method": "wB97M-V/def2-TZVPD",
  "elements": ["O", "C", "C", "C", "Cl", "H", "H", "H", "H", "H", "H", "H"],
  "coordinates": [[-1.706, 1.714, 1.157], [-1.746, 0.377, 0.613], [-0.299, 0.174, 0.436], [0.205, -0.644, -0.794], [1.886, -0.863, -0.737], [-2.557, 2.181, 1.065], [-2.357, 0.379, -0.214], [-2.169, -0.207, 1.429], [0.013, -0.317, 1.397], [0.039, 1.142, 0.468], [-0.289, -1.619, -0.760], [-0.059, -0.043, -1.646]],
  "lumo_ev": 0.883,
  "orbital_gap_ev": 11.23,
  "smiles": "OCCCCl"
}

*x*
{
  "formula": "C3H7ClO",
  "method": "wB97M-V/def2-TZVPD",
  "elements": ["C", "C", "C", "H", "H", "H", "H", "H", "H", "H", "O", "Cl"],
  "coordinates": [[-1.454, 0.348, 0.556], [-0.148, 0.115, -0.528], [0.980, -0.628, 0.014], [-2.280, -0.625, 0.119], [-0.761, -0.225, 1.805], [-1.889, 1.675, 0.675], [-0.416, -0.298, -1.614], [1.649, 1.289, -0.877], [2.077, -0.290, -0.340], [1.057, -0.363, 1.019], [0.327, 1.388, -0.599], [0.859, -2.387, -0.229]],
  "lumo_ev": 0.036,
  "orbital_gap_ev": 10.19
}

Relative to the most stable one, in eV, the structures come out at *w* 0.000; *x* 5.793.